# 1
The following is a DFT calculation (ωB97M-V/def2-TZVPD) of a structure of composition C23H41CeN2P3Se in a non-equilibrium geometry.

Summary:
* frontier orbital gap (spin up / spin down): 6.6219 / 4.0996 eV
* highest occupied orbital energy (spin up / spin down): -17.05 / -16.95 eV
* spin multiplicity: 2
* energy above the lowest of the compared OMol25 structures with the same formula, charge and spin: 3.830 eV
* net charge: +3
* DFT total energy: -133607.6403 eV
* LUMO energy (spin up / spin down): -10.43 / -12.85 eV

Positions of all 71 atoms, in Å:
Ce (-0.347, -0.574, 0.128)
P (-1.067, 2.305, -0.882)
P (-0.616, -0.716, -2.927)
P (2.145, 0.579, -0.672)
H (1.511, -0.671, 5.292)
C (1.941, 0.011, 4.545)
C (1.495, 1.273, 4.405)
H (0.655, 1.669, 4.989)
C (-2.788, 2.956, -0.781)
C (-0.616, 3.218, -2.406)
C (-0.294, 3.397, 0.375)
C (-0.268, -2.379, -3.623)
C (-2.364, -0.499, -3.465)
C (0.267, 0.278, -4.196)
C (2.900, 1.198, 0.884)
C (2.600, 1.917, -1.816)
C (3.352, -0.698, -1.171)
H (2.823, -0.367, 4.010)
H (1.931, 1.961, 3.662)
H (-3.093, 3.107, 0.262)
H (-3.477, 2.255, -1.269)
H (-2.842, 3.922, -1.304)
H (-1.132, 2.777, -3.269)
H (0.466, 3.229, -2.574)
H (-0.964, 4.254, -2.299)
H (-0.732, 3.209, 1.362)
H (-0.494, 4.436, 0.090)
H (0.790, 3.245, 0.433)
H (-0.777, -2.491, -4.586)
H (-0.589, -3.155, -2.917)
H (0.814, -2.481, -3.755)
H (-2.449, -0.712, -4.544)
H (-2.698, 0.530, -3.254)
H (-3.002, -1.196, -2.897)
H (-0.097, 0.000, -5.196)
H (1.338, 0.059, -4.132)
H (0.113, 1.350, -4.038)
H (3.968, 0.965, 0.838)
H (2.475, 0.729, 1.778)
H (2.755, 2.281, 0.954)
H (3.691, 1.887, -1.944)
H (2.312, 2.891, -1.400)
H (2.120, 1.762, -2.790)
H (4.350, -0.275, -0.997)
H (3.207, -0.942, -2.230)
H (3.207, -1.616, -0.583)
C (1.601, -4.062, 0.930)
C (1.470, -3.634, 2.265)
C (2.050, -4.346, 3.298)
C (2.799, -5.491, 3.051)
C (2.996, -5.910, 1.727)
C (2.406, -5.204, 0.684)
Se (0.791, -3.121, -0.472)
H (0.106, 0.666, 1.399)
H (0.913, -2.719, 2.466)
H (1.934, -4.008, 4.324)
H (3.262, -6.054, 3.861)
H (3.621, -6.782, 1.525)
H (2.575, -5.527, -0.352)
N (-6.850, 0.367, -0.544)
C (-5.875, 0.495, 0.107)
C (-4.736, 0.676, 0.978)
C (-4.870, 1.446, 2.132)
C (-3.735, 1.704, 2.894)
C (-2.510, 1.176, 2.497)
N (-2.414, 0.317, 1.454)
C (-3.500, 0.091, 0.685)
H (-5.853, 1.827, 2.412)
H (-3.785, 2.342, 3.774)
H (-1.567, 1.421, 3.004)
H (-3.352, -0.551, -0.190)

Forces on atoms 1 to 2 (eV/Å):
Ce -1.302 -0.003 -1.126
P -0.142 1.054 0.333

***

# 2
The following is a DFT calculation (ωB97M-V/def2-TZVPD) of a cluster of 7 separate species, C23H41F2NO16S4 in total in a non-equilibrium geometry.

Summary:
* frontier orbital gap: 10.1599 eV
* SMILES: O=C1OC[C@@H](F)O1.O=C1OC[C@@H](F)O1.C[N+](=O)[O-].O=S1(=O)CCCC1.O=S1(=O)CCCC1.O=S1(=O)CCCC1.O=S1(=O)CCCC1
* highest occupied orbital energy: -10.06 eV
* spin multiplicity: 1
* net charge: 0
* DFT total energy: -107534.5379 eV
* LUMO energy: 0.10 eV

Positions of all 87 atoms, in Å:
C (1.992, 1.576, 0.476)
N (1.265, 0.820, -0.609)
O (1.109, -0.375, -0.469)
O (1.047, 1.414, -1.651)
H (2.356, 0.823, 1.175)
H (1.418, 2.375, 0.945)
H (2.805, 1.957, -0.141)
C (-1.441, -9.180, 0.776)
C (-2.422, -8.108, 0.466)
C (-3.712, -8.674, -0.191)
S (-3.812, -10.445, 0.595)
O (-3.560, -11.439, -0.416)
O (-5.005, -10.445, 1.477)
C (-2.251, -10.250, 1.570)
H (-0.632, -8.638, 1.265)
H (-1.068, -9.589, -0.163)
H (-1.989, -7.383, -0.222)
H (-2.704, -7.578, 1.376)
H (-3.725, -8.712, -1.281)
H (-4.614, -8.173, 0.161)
H (-1.885, -11.273, 1.661)
H (-2.470, -9.900, 2.578)
C (5.629, 9.198, 3.061)
C (6.016, 7.795, 3.460)
C (5.743, 7.676, 4.948)
S (4.214, 8.549, 5.303)
O (4.377, 9.509, 6.425)
O (3.112, 7.560, 5.359)
C (4.274, 9.438, 3.681)
H (5.655, 9.327, 1.979)
H (6.387, 9.804, 3.556)
H (7.069, 7.516, 3.410)
H (5.594, 7.127, 2.709)
H (6.436, 8.314, 5.497)
H (5.853, 6.762, 5.531)
H (4.005, 10.468, 3.914)
H (3.547, 8.945, 3.036)
C (4.228, -3.821, -5.137)
C (5.633, -3.181, -4.819)
C (5.904, -3.367, -3.335)
S (5.235, -5.082, -2.894)
O (4.497, -4.883, -1.630)
O (6.291, -6.062, -3.012)
C (4.120, -5.152, -4.407)
H (4.029, -4.044, -6.186)
H (3.460, -3.113, -4.827)
H (5.770, -2.140, -5.112)
H (6.462, -3.632, -5.364)
H (5.382, -2.566, -2.810)
H (6.967, -3.397, -3.099)
H (3.095, -5.413, -4.146)
H (4.625, -5.925, -4.986)
C (-6.366, 0.931, 6.529)
C (-6.016, 2.418, 6.415)
C (-4.401, 2.413, 6.220)
S (-4.117, 0.974, 5.100)
O (-3.076, 0.143, 5.684)
O (-4.016, 1.403, 3.704)
C (-5.789, 0.222, 5.363)
H (-7.453, 0.879, 6.571)
H (-5.950, 0.490, 7.435)
H (-6.232, 2.985, 7.320)
H (-6.489, 2.825, 5.521)
H (-3.881, 2.220, 7.158)
H (-3.995, 3.278, 5.695)
H (-5.650, -0.859, 5.384)
H (-6.428, 0.562, 4.549)
C (-5.682, -1.725, -2.697)
C (-5.771, -0.622, -3.828)
O (-7.141, -0.211, -3.665)
C (-7.720, -0.737, -2.623)
O (-8.920, -0.617, -2.330)
O (-6.907, -1.559, -1.988)
F (-5.562, -1.220, -4.967)
H (-4.836, -1.604, -2.020)
H (-5.457, -2.687, -3.157)
H (-5.091, 0.227, -3.759)
C (1.026, 5.354, -7.194)
C (2.567, 5.244, -7.375)
O (2.925, 5.324, -6.024)
C (2.012, 5.939, -5.251)
O (2.151, 6.224, -4.068)
O (0.926, 6.224, -6.034)
F (2.947, 6.232, -8.197)
H (0.711, 4.337, -6.963)
H (0.525, 5.665, -8.111)
H (2.842, 4.317, -7.879)

Forces on atoms 1 to 2 (eV/Å):
C 0.479 -0.561 -0.623
N 0.201 -0.211 -0.533

***

# 3
The following is a DFT calculation (ωB97M-V/def2-TZVPD) of a structure of composition C23H41F5OP2RuTe in a non-equilibrium geometry.

Summary:
* frontier orbital gap (spin up / spin down): 5.4546 / 5.5768 eV
* highest occupied orbital energy (spin up / spin down): -9.37 / -10.58 eV
* spin multiplicity: 6
* energy above the lowest of the compared OMol25 structures with the same formula, charge and spin: 0.000 eV
* net charge: +1
* DFT total energy: -68591.6573 eV
* LUMO energy (spin up / spin down): -3.92 / -5.01 eV

Positions of all 74 atoms, in Å:
Ru (1.354, -1.568, 1.279)
C (-0.797, -1.176, 2.850)
C (-0.481, -2.287, 1.934)
C (1.232, -2.055, 3.498)
C (0.203, -1.088, 3.832)
C (0.654, -2.990, 2.551)
C (-2.008, -0.341, 2.843)
H (-2.674, -0.577, 2.005)
H (-1.737, 0.722, 2.764)
H (-2.573, -0.461, 3.783)
C (0.192, -0.215, 5.023)
H (-0.504, 0.616, 4.884)
H (1.184, 0.218, 5.176)
H (-0.104, -0.713, 5.966)
C (2.388, -2.381, 4.359)
H (2.285, -3.409, 4.736)
H (2.454, -1.684, 5.203)
H (3.322, -2.336, 3.788)
C (1.176, -4.313, 2.186)
H (0.397, -4.918, 1.705)
H (1.545, -4.837, 3.081)
H (2.011, -4.212, 1.466)
C (-1.394, -2.907, 0.964)
H (-1.795, -3.851, 1.367)
H (-0.850, -3.116, 0.034)
H (-2.239, -2.249, 0.743)
C (-1.574, 2.645, 0.302)
C (-2.680, 1.878, 0.239)
C (-3.423, 1.693, -1.043)
C (-2.929, 0.720, -2.128)
C (-1.408, 0.449, -2.381)
C (-0.333, 0.847, -1.386)
C (0.232, 2.202, -1.307)
C (-0.849, 3.229, -0.884)
H (-3.506, 2.674, -1.544)
H (-3.362, 1.060, -3.085)
H (-4.455, 1.399, -0.781)
H (-1.546, 3.419, -1.717)
H (-1.066, 2.836, 1.259)
H (-3.152, 1.524, 1.157)
H (-0.307, 4.145, -0.604)
H (1.004, 2.229, -0.524)
H (-0.433, 0.298, -0.422)
H (0.777, 2.521, -2.215)
H (-3.388, -0.273, -1.953)
H (-1.358, -0.668, -2.349)
P (-0.520, 0.892, -3.890)
C (-0.564, 2.698, -4.304)
C (-1.356, 0.194, -5.341)
P (1.224, -0.526, -1.853)
C (1.144, 0.302, -3.595)
C (0.899, -2.215, -2.481)
C (3.017, -0.256, -1.775)
H (0.314, 3.288, -3.984)
H (-1.456, 3.168, -3.856)
H (-0.649, 2.852, -5.395)
H (-1.010, 0.702, -6.261)
H (-2.435, 0.384, -5.206)
H (-1.177, -0.890, -5.418)
H (3.346, 0.332, -2.642)
H (3.481, -1.248, -1.788)
H (3.258, 0.265, -0.845)
H (1.826, 1.168, -3.602)
H (1.487, -0.402, -4.373)
H (1.700, -2.848, -2.078)
H (0.928, -2.255, -3.580)
H (-0.065, -2.610, -2.143)
F (2.342, 2.999, 0.935)
Te (2.566, 2.035, 2.655)
F (2.107, 3.663, 3.480)
F (0.545, 1.823, 2.627)
F (4.409, 2.693, 2.667)
F (2.774, 1.375, 4.554)
O (2.381, -0.280, 0.834)

Forces on atoms 1 to 2 (eV/Å):
Ru -0.393 0.937 -2.495
C -0.270 -1.290 -0.907

***

# 4
The following is a DFT calculation (ωB97M-V/def2-TZVPD) of a structure of composition C23H41FIrP2 in a non-equilibrium geometry.

Summary:
* frontier orbital gap (spin up / spin down): 7.0527 / 6.7218 eV
* highest occupied orbital energy (spin up / spin down): -9.33 / -10.50 eV
* spin multiplicity: 5
* energy above the lowest of the compared OMol25 structures with the same formula, charge and spin: 2.818 eV
* net charge: +1
* DFT total energy: -48635.8974 eV
* LUMO energy (spin up / spin down): -2.28 / -3.77 eV

Positions of all 68 atoms, in Å:
Ir (1.989, -1.696, 0.650)
C (-0.630, -0.987, 2.658)
C (-0.598, -2.153, 1.879)
C (1.629, -1.585, 2.649)
C (0.654, -0.623, 3.101)
C (0.739, -2.695, 1.901)
C (-1.905, -0.416, 3.207)
H (-2.772, -0.730, 2.621)
H (-1.912, 0.680, 3.250)
H (-2.080, -0.765, 4.238)
C (1.008, 0.352, 4.160)
H (0.249, 1.113, 4.365)
H (1.958, 0.853, 3.919)
H (1.204, -0.187, 5.100)
C (2.617, -2.170, 3.591)
H (2.138, -2.858, 4.283)
H (3.065, -1.401, 4.205)
H (3.377, -2.687, 3.022)
C (1.099, -4.131, 2.163)
H (1.045, -4.445, 3.217)
H (2.142, -4.274, 1.813)
H (0.440, -4.820, 1.640)
C (-1.728, -2.967, 1.383)
H (-2.249, -3.504, 2.187)
H (-1.338, -3.718, 0.690)
H (-2.501, -2.407, 0.844)
C (-1.661, 3.207, 1.097)
C (-2.565, 2.307, 0.671)
C (-3.228, 2.274, -0.694)
C (-2.657, 1.312, -1.771)
C (-1.130, 1.330, -1.826)
C (-0.263, 2.367, -1.335)
C (-0.589, 3.792, -1.198)
C (-1.016, 4.261, 0.224)
H (-3.304, 3.285, -1.133)
H (-3.103, 1.534, -2.768)
H (-4.260, 1.924, -0.541)
H (-1.719, 5.120, 0.150)
H (-1.459, 3.291, 2.177)
H (-2.998, 1.584, 1.382)
H (-0.124, 4.637, 0.748)
H (0.316, 4.353, -1.449)
H (0.696, 2.067, -0.915)
H (-1.335, 4.176, -1.928)
H (-2.962, 0.273, -1.517)
H (-0.854, 0.434, -1.196)
P (-0.019, 0.794, -3.182)
C (0.363, 2.313, -4.164)
C (-1.104, -0.037, -4.414)
P (1.725, -0.617, -1.105)
C (1.431, -0.184, -2.936)
C (1.159, -2.534, -1.565)
C (3.534, -0.154, -1.164)
H (1.375, 2.679, -3.913)
H (-0.399, 3.069, -3.901)
H (0.300, 2.117, -5.248)
H (-0.904, 0.405, -5.407)
H (-2.160, 0.157, -4.159)
H (-0.902, -1.122, -4.457)
H (3.541, 0.609, -1.961)
H (4.161, -1.008, -1.432)
H (3.923, 0.325, -0.274)
H (2.313, 0.307, -3.380)
H (1.351, -1.130, -3.498)
H (1.668, -3.373, -1.080)
H (1.422, -2.614, -2.624)
H (0.068, -2.609, -1.463)
F (3.726, -2.701, 0.415)

Forces on atoms 1 to 2 (eV/Å):
Ir 1.602 -1.899 1.879
C -0.495 -0.029 0.134

***

# 5
The following is a DFT calculation (ωB97M-V/def2-TZVPD) of a structure of composition C23H41HoN2P3Se in a non-equilibrium geometry.

Summary:
* frontier orbital gap (spin up / spin down): 5.9225 / 6.0139 eV
* highest occupied orbital energy (spin up / spin down): -16.02 / -16.02 eV
* spin multiplicity: 5
* net charge: +3
* DFT total energy: -146478.7855 eV
* LUMO energy (spin up / spin down): -10.10 / -10.01 eV

Positions of all 71 atoms, in Å:
Ho (-0.130, -0.855, 0.686)
P (0.300, 1.671, 1.885)
P (-2.651, 0.263, 0.187)
P (2.485, -0.448, -0.031)
H (-1.487, -2.918, -3.449)
C (-0.648, -3.400, -2.936)
C (-0.428, -3.087, -1.639)
H (-1.091, -2.425, -1.072)
C (0.340, 3.270, 1.012)
C (-0.972, 2.043, 3.173)
C (1.791, 1.938, 2.901)
C (-3.360, -0.477, -1.329)
C (-4.028, 0.083, 1.383)
C (-2.922, 2.023, -0.282)
C (2.826, -1.453, -1.515)
C (3.765, -1.048, 1.144)
C (3.273, 1.119, -0.534)
H (-0.044, -4.167, -3.447)
H (0.318, -3.711, -1.166)
H (0.449, 4.073, 1.749)
H (-0.575, 3.442, 0.432)
H (1.184, 3.317, 0.321)
H (-0.908, 3.128, 3.394)
H (-0.721, 1.483, 4.076)
H (-2.001, 1.814, 2.863)
H (1.873, 3.019, 3.108)
H (2.707, 1.646, 2.390)
H (1.705, 1.382, 3.832)
H (-4.443, -0.291, -1.342)
H (-3.179, -1.560, -1.309)
H (-2.900, -0.029, -2.219)
H (-4.861, 0.739, 1.088)
H (-3.701, 0.347, 2.400)
H (-4.393, -0.952, 1.354)
H (-4.001, 2.131, -0.460)
H (-2.363, 2.245, -1.214)
H (-2.638, 2.702, 0.536)
H (3.908, -1.428, -1.698)
H (2.293, -1.036, -2.376)
H (2.499, -2.489, -1.363)
H (4.738, -1.045, 0.632)
H (3.557, -2.077, 1.468)
H (3.834, -0.403, 2.032)
H (4.278, 0.861, -0.892)
H (3.363, 1.814, 0.313)
H (2.687, 1.554, -1.359)
C (-0.072, 0.570, -4.153)
C (-0.454, -0.681, -4.659)
C (-0.078, -1.075, -5.985)
C (0.712, -0.152, -6.707)
C (1.152, 1.080, -6.169)
C (0.814, 1.379, -4.867)
Se (-0.284, 1.586, -2.492)
H (-0.212, 0.157, -1.929)
H (-0.972, -1.323, -3.955)
H (-0.389, -2.045, -6.481)
H (1.043, -0.321, -7.735)
H (1.736, 1.833, -6.702)
H (1.284, 2.262, -4.425)
N (2.481, -0.045, 6.185)
C (1.626, -0.562, 5.549)
C (0.495, -1.098, 4.824)
C (-0.749, -1.227, 5.476)
C (-1.828, -1.672, 4.698)
C (-1.676, -1.942, 3.347)
N (-0.470, -1.746, 2.739)
C (0.654, -1.443, 3.479)
H (-0.849, -0.863, 6.525)
H (-2.844, -1.761, 5.037)
H (-2.518, -2.186, 2.682)
H (1.672, -1.531, 2.993)

Forces on atoms 1 to 2 (eV/Å):
Ho -0.208 0.073 -0.728
P -0.138 1.330 0.856

***

# 6
The following is a DFT calculation (ωB97M-V/def2-TZVPD) of a structure of composition C23H41IrN3O4P2 in a non-equilibrium geometry.

Summary:
* frontier orbital gap (spin up / spin down): 4.5260 / 4.1228 eV
* highest occupied orbital energy (spin up / spin down): -3.97 / -7.91 eV
* spin multiplicity: 6
* net charge: 0
* DFT total energy: -58587.8244 eV
* LUMO energy (spin up / spin down): 0.56 / -3.79 eV

Positions of all 74 atoms, in Å:
Ir (0.391, 0.138, -1.510)
P (2.461, -0.199, -2.628)
P (-1.839, 0.764, -0.857)
N (-0.285, 0.244, -3.169)
H (0.110, -1.408, -1.148)
C (2.898, -1.971, -2.700)
H (3.872, -2.086, -3.193)
H (2.130, -2.494, -3.284)
H (2.941, -2.409, -1.698)
C (3.905, 0.745, -2.039)
H (4.752, 0.578, -2.718)
H (4.191, 0.454, -1.020)
H (3.649, 1.813, -2.046)
C (2.370, 0.279, -4.388)
H (3.362, 0.192, -4.845)
H (2.025, 1.315, -4.469)
H (1.665, -0.371, -4.919)
C (-2.870, -0.565, -0.145)
H (-3.873, -0.198, 0.114)
H (-2.356, -0.912, 0.758)
H (-2.941, -1.408, -0.841)
C (-1.799, 2.088, 0.385)
H (-2.755, 2.098, 0.937)
H (-1.650, 3.058, -0.102)
H (-0.988, 1.895, 1.111)
C (-2.927, 1.352, -2.215)
H (-3.934, 1.597, -1.854)
H (-3.021, 0.570, -2.978)
H (-2.492, 2.237, -2.692)
C (-0.842, 0.361, -4.373)
C (-1.849, -0.667, -6.331)
C (-1.307, -0.799, -5.069)
C (-1.033, 1.653, -4.962)
C (-1.590, 1.757, -6.219)
C (-1.981, 0.602, -6.913)
H (-2.178, -1.559, -6.866)
H (-1.210, -1.756, -4.548)
H (-0.735, 2.519, -4.365)
H (-1.728, 2.746, -6.658)
H (-2.405, 0.694, -7.915)
C (2.500, -0.268, 0.882)
O (1.644, 0.392, 0.232)
C (2.790, -1.716, 0.753)
H (2.857, -2.142, 1.768)
H (3.778, -1.891, 0.290)
H (1.985, -2.251, 0.232)
C (3.329, 0.467, 1.892)
H (3.227, -0.042, 2.860)
H (2.983, 1.503, 1.985)
H (4.400, 0.469, 1.624)
C (-2.693, 0.194, 5.959)
C (-2.147, 0.350, 4.555)
C (-0.815, -0.389, 4.259)
C (0.349, 0.030, 5.191)
C (0.778, 1.495, 5.208)
C (-1.009, -1.912, 4.405)
O (-1.364, -2.467, 5.437)
N (-0.721, -2.674, 3.298)
C (-0.505, -2.243, 1.986)
O (-0.290, -3.090, 1.123)
N (-0.520, -0.892, 1.788)
C (-0.456, -0.038, 2.805)
O (-0.119, 1.164, 2.624)
H (-2.783, -0.864, 6.229)
H (-3.675, 0.676, 6.022)
H (-2.024, 0.686, 6.673)
H (-2.890, -0.001, 3.817)
H (-2.000, 1.417, 4.340)
H (0.120, -0.294, 6.215)
H (1.223, -0.552, 4.864)
H (-0.047, 2.195, 5.034)
H (1.224, 1.752, 6.179)
H (1.545, 1.662, 4.440)
H (-0.807, -3.674, 3.408)

Forces on atoms 1 to 2 (eV/Å):
Ir 2.125 1.551 1.248
P -0.705 0.023 0.544